C21H53BaCuNO14P3 | ωB97M-V with the def2-TZVPD basis set

The calculation puts the orbital gap at 8.544 eV. The calculation puts the energy at -125987.1078 eV. The HOMO energy is -14.64 eV. The charge is +2.

Positions of all 94 atoms, in Å:
Cu -0.90870 0.39597 -1.37206
Ba -2.95879 -2.09398 0.31309
O -0.56485 -1.12430 0.21592
H 0.01033 -1.72866 0.72430
C -0.14794 -4.35587 1.01801
O -1.20077 -3.83890 1.21904
N 0.12410 -5.68100 0.99962
C 1.46729 -6.28247 0.60312
C -0.77187 -6.73891 1.29254
H 0.75005 -3.75253 0.81352
H 1.32164 -7.11503 -0.08516
H 2.04579 -6.69513 1.42964
H 2.08844 -5.53452 0.11031
H -0.34705 -7.47523 1.97478
H -1.66784 -6.32823 1.75802
H -1.01862 -7.19124 0.33201
C 3.38523 -2.33437 -1.21700
C 2.31857 -2.07363 -2.23822
O 2.71762 -0.91522 -2.96405
P 1.63411 -0.35901 -4.07791
O 0.42367 0.18779 -3.37164
O 1.51921 -1.70709 -5.09422
C 0.55715 -1.92081 -6.04129
C 1.09819 -1.61581 -7.37947
O 2.50115 0.67073 -4.99585
C 3.19777 1.84476 -4.56928
C 4.44440 1.53675 -3.63278
H 3.06258 -3.01473 -0.42889
H 4.30896 -2.67013 -1.68825
H 3.64454 -1.37615 -0.76683
H 2.19953 -2.96985 -2.84706
H 1.38669 -1.92911 -1.69158
H 0.20641 -2.95150 -5.98876
H -0.25327 -1.22670 -5.81873
H 0.76072 -2.33127 -8.12935
H 0.64896 -0.67681 -7.70284
H 2.17890 -1.68909 -7.50116
H 3.61601 2.19802 -5.51182
H 2.57712 2.68858 -4.26785
H 5.08629 0.75884 -4.04621
H 4.97570 2.45996 -3.40147
H 4.19071 1.18200 -2.63384
C 1.95057 6.25000 -3.05596
C 2.40458 4.98128 -2.34659
O 1.27691 4.04105 -2.32520
P 0.57552 3.59346 -0.96647
O -0.57404 2.61261 -1.14216
O 1.91902 2.96228 -0.13603
C 2.48514 1.72589 -0.35679
C 2.17954 0.83149 0.85673
O 0.22212 5.01413 -0.25765
C -0.40146 4.93396 1.01457
C -0.65251 6.38952 1.44423
H 2.81490 6.91356 -3.02923
H 1.68174 5.95339 -4.06979
H 1.14893 6.71737 -2.48408
H 3.18305 4.46725 -2.91038
H 2.75283 5.10776 -1.32150
H 2.27025 1.16740 -1.26784
H 3.54073 1.99682 -0.37722
H 1.12972 0.84977 1.14935
H 2.51881 -0.19109 0.69140
H 2.83554 1.17902 1.65485
H -1.31606 4.34157 0.98820
H 0.21287 4.40865 1.74584
H -1.01002 7.01195 0.62395
H -1.32410 6.40026 2.30269
H 0.31290 6.83855 1.67756
C -7.17261 -0.89294 5.71238
C -6.10954 -1.56662 4.74880
O -4.84098 -1.24181 5.18325
P -3.66932 -0.72450 4.12253
O -3.40091 -1.59349 2.98386
O -4.06889 0.83019 3.81338
C -3.71794 1.40849 2.56169
C -2.16538 1.70807 2.42363
O -2.44223 -0.43237 5.06201
C -1.52056 -1.38820 5.50632
C -0.64646 -2.01630 4.45246
H -8.11789 -0.81165 5.17578
H -7.35506 -1.42539 6.64583
H -6.88198 0.14734 5.85880
H -6.22988 -2.64950 4.71732
H -6.30776 -1.15631 3.75862
H -4.10522 0.79212 1.75038
H -4.27930 2.34093 2.50236
H -1.57929 0.78912 2.43464
H -1.98763 2.14075 1.43910
H -1.74410 2.44071 3.11202
H -0.86485 -0.78047 6.12988
H -2.05026 -2.15293 6.07440
H 0.27898 -2.43723 4.84548
H -1.23676 -2.75060 3.90434
H -0.52979 -1.30143 3.63793

Forces on the atoms, in the same order (eV/Å):
1.7 0.2 0.4
1.4 0.1 1.2
-1.7 -0.1 -0.5
-0.2 0.9 -0.7
4.1 -2.9 -0.8
-4.0 1.3 0.6
2.6 0.4 -0.2
-0.4 1.2 0.0
-1.7 0.0 0.1
0.1 -0.1 -0.1
-0.4 0.2 -0.1
-0.4 0.3 0.4
-0.1 0.0 0.0
0.2 0.1 -0.1
-0.1 -0.2 -0.1
-0.3 -0.5 0.2
0.8 0.6 0.1
-0.1 -0.9 0.9
-1.5 0.5 -2.0
1.7 -1.1 -0.6
0.6 -0.8 -0.9
2.2 2.8 4.6
-1.7 0.1 -0.6
-0.4 0.0 -2.2
-1.8 -1.8 1.5
2.4 0.3 0.1
-1.4 0.2 0.1
0.1 -0.1 -0.1
-0.1 -0.3 0.1
-0.1 0.0 0.3
0.0 0.3 -0.6
-0.3 0.4 -0.2
0.0 0.0 0.4
-0.6 -0.4 -0.2
-0.3 -0.2 0.1
0.8 0.3 -0.2
0.0 0.5 0.5
0.1 -0.1 0.0
-0.5 -0.6 0.6
0.0 0.4 -0.3
0.2 0.1 -0.6
-0.5 -0.2 -0.1
0.7 -0.8 0.9
-0.4 -0.1 0.0
-1.2 -0.6 0.8
1.9 -0.8 -0.3
1.5 0.9 0.4
-4.1 3.4 -0.9
0.9 -1.9 0.9
1.1 0.2 -0.1
0.9 -2.8 -1.3
-0.9 1.0 1.3
0.6 -0.6 -0.1
-0.1 0.2 -0.4
-0.2 0.5 0.0
-0.1 0.0 -0.3
0.0 0.0 0.0
0.0 0.3 -0.1
-0.6 0.6 -0.4
0.3 -0.7 -0.1
0.1 0.0 -0.1
-0.3 -0.1 -0.2
-0.4 0.2 0.4
-0.3 0.2 -0.5
0.5 0.1 -0.1
-0.5 -0.3 0.0
0.1 0.3 -0.1
0.0 0.0 0.4
0.5 -0.3 -1.3
-3.1 0.4 0.5
4.3 1.2 -1.4
-1.8 2.6 4.1
-0.1 -0.9 -2.2
-0.1 -2.3 0.0
1.5 1.1 0.1
-1.2 -0.4 -0.6
-1.4 0.3 -1.3
1.4 -0.5 1.3
-1.3 -0.1 -1.4
-0.1 -0.3 0.0
0.3 0.1 -0.1
0.2 -0.1 0.4
0.0 0.0 0.0
0.1 -0.1 -0.2
0.2 -0.2 -0.2
0.1 0.0 0.1
0.0 -0.1 0.3
-0.2 0.0 -0.3
-0.4 -0.3 0.4
-0.2 -0.4 0.5
0.2 0.1 0.3
-0.1 0.2 -0.1
0.2 -0.7 0.3
0.9 0.4 0.2



C2H7N4S | ωB97M-V with the def2-TZVPD basis set

The calculation puts the orbital gap (alpha / beta) at 7.094 / 7.093 eV. As for the energy above the lowest of the compared OMol25 structures with the same formula, charge and spin: 54.4 kcal/mol. The calculation puts the energy at -18973.3933 eV. The HOMO energy (alpha / beta) is -12.87 / -12.87 eV. The charge is +1.

Positions of all 14 atoms, in Å:
C 0.91123 -1.23532 -0.14598
C -0.38366 -0.68616 -0.22701
N -0.44937 0.62890 -0.46094
N -1.54724 -1.38790 0.14115
N -1.46901 1.22710 -0.08433
N 2.02191 1.19273 0.21904
S 2.56644 -0.35464 -0.12294
H 1.03936 -2.36750 -0.06094
H -1.29941 -2.24110 0.55464
H -2.32182 -1.18837 -0.54474
H -1.53988 2.31391 -0.08558
H -2.07769 0.67599 0.58401
H 2.59781 1.80423 0.85393
H 1.95132 1.61815 -0.62030

Forces on the atoms, in the same order (eV/Å):
1.4 -0.1 -0.5
1.6 -1.3 0.5
1.7 0.8 -0.5
0.1 3.1 -1.4
-2.5 1.8 1.8
1.3 -0.2 3.2
-3.1 -1.6 0.7
-0.2 1.7 -0.1
-0.8 -1.6 0.2
1.0 -1.4 1.2
0.4 -2.7 -0.4
0.2 0.9 -0.8
-0.5 -1.4 -0.7
-0.6 2.2 -3.1



C2H10NO2 | ωB97M-V with the def2-TZVPD basis set

The calculation puts the orbital gap at 8.937 eV. As for the energy above the lowest of the compared OMol25 structures with the same formula, charge and spin: 58.8 kcal/mol. The calculation puts the energy at -7812.4589 eV. The HOMO energy is -14.60 eV. The charge is +1.

Positions of all 15 atoms, in Å:
C -0.08574 -0.31405 1.83467
C 0.39825 -2.17602 0.35714
N 0.25770 -0.88055 0.48847
H 0.21285 0.74328 1.65042
H -1.23713 -0.22020 1.99186
H 0.48811 -0.83936 2.53296
H 0.06486 -2.73042 1.34993
H 0.20530 -2.76852 -0.45128
H 0.86293 -0.29030 -0.10810
H -2.82607 1.35659 -0.99427
H -1.67894 1.59261 -2.16307
O -1.83709 1.46453 -1.13654
H 2.35161 1.34432 -0.84680
H 1.47044 0.99476 -1.96314
O 1.38797 1.27565 -1.05955

Forces on the atoms, in the same order (eV/Å):
-1.8 2.7 -2.6
-3.8 1.7 5.7
1.8 -2.8 0.6
0.0 -0.6 1.0
2.1 -0.9 -0.3
0.4 -0.5 1.4
0.9 0.9 -2.0
1.2 -1.0 -3.0
-1.3 0.8 -0.9
1.8 0.3 -0.7
-0.9 -0.3 3.3
-0.9 -0.1 -2.5
-1.0 0.3 0.2
-0.4 -0.1 -1.1
1.7 -0.4 1.0



C3H8N2S | ωB97M-V with the def2-TZVPD basis set

The calculation puts the orbital gap at 9.044 eV. As for the energy above the lowest of the compared OMol25 structures with the same formula, charge and spin: 119.5 kcal/mol. The calculation puts the energy at -17051.5500 eV. The HOMO energy is -8.59 eV. The charge is 0.

Positions of all 14 atoms, in Å:
C -0.12782 -0.58516 1.52039
C 0.40294 0.49096 0.43072
C -0.28559 0.06731 -0.96290
H -1.04876 -0.34551 2.02545
H 0.66127 -0.60226 2.45517
H -0.18241 -1.52837 0.66845
H 0.27150 1.64874 0.57862
H 2.27302 0.08648 1.42028
H 2.54057 0.60178 -0.16279
H 0.68411 -0.43569 -1.79565
H -3.41563 0.24682 -2.55724
N 1.86136 0.00226 0.40093
N -1.65229 0.37012 -1.18700
S -1.98227 -0.01750 -2.83443

Forces on the atoms, in the same order (eV/Å):
2.0 -0.2 -1.4
0.4 -0.9 -0.1
-1.8 1.5 -0.6
-0.7 -0.1 -0.5
-1.7 -0.6 -2.7
0.1 2.0 3.6
0.1 -2.3 0.1
-1.3 -0.2 -2.7
-1.6 -0.8 0.7
-3.5 1.4 2.3
2.4 -0.6 -1.0
1.2 2.1 1.2
7.8 -1.9 0.1
-3.4 0.7 1.1